# 1
The following is a quantum chemistry calculation of a cluster of 11 separate species, C33H77N11O11 in total in a non-equilibrium geometry, from the Open Molecules 2025 dataset.

The net charge is 0. The highest occupied orbital energy comes out at -8.81 eV. For the energy relative to the best compared isomer or geometry (same formula, charge and spin), the calculation gives 1151.9 kJ/mol. Its SMILES is CN(C)C=O.CN(C)C=O.CN(C)C=O.CN(C)C=O.CN(C)C=O.CN(C)C=O.CN(C)C=O.CN(C)C=O.CN(C)C=O.CN(C)C=O.CN(C)C=O. Its frontier orbital gap is 0.323 hartree. As for the spin multiplicity: 1.

Each line ends with the Löwdin charge.
Atoms and positions in Å:
C -6.28 -2.26 8.24  -0.07
N -5.89 -1.78 6.94  -0.19
C -6.78 -0.81 6.33  -0.04
C -4.65 -2.09 6.44  -0.27
O -4.03 -1.64 5.44  -0.05
H -7.36 -2.41 8.34  0.09
H -6.14 -1.47 8.97  0.09
H -5.73 -3.12 8.62  0.09
H -6.79 0.15 6.83  0.10
H -6.88 -0.86 5.24  0.10
H -7.79 -1.16 6.57  0.07
H -4.13 -2.84 7.05  0.13
C -2.94 -5.96 3.06  -0.07
N -2.37 -4.61 3.02  -0.18
C -3.19 -3.46 3.38  -0.06
C -0.96 -4.54 3.10  -0.27
O -0.38 -3.43 3.18  -0.03
H -3.76 -5.94 3.77  0.08
H -2.30 -6.79 3.35  0.08
H -3.26 -6.31 2.07  0.07
H -4.25 -3.68 3.55  0.09
H -2.77 -2.97 4.26  0.07
H -3.16 -2.72 2.58  0.08
H -0.48 -5.51 2.92  0.12
C 1.89 -3.38 -5.70  -0.04
N 1.56 -2.06 -5.21  -0.19
C 0.74 -1.22 -6.10  -0.03
C 1.87 -1.67 -4.02  -0.39
O 1.78 -0.55 -3.48  -0.03
H 2.68 -3.75 -5.04  0.09
H 2.43 -3.34 -6.65  0.09
H 0.95 -3.93 -5.68  0.10
H -0.23 -1.64 -6.35  0.09
H 0.46 -0.24 -5.74  0.08
H 1.39 -1.04 -6.97  0.09
H 2.26 -2.54 -3.48  0.11
C 3.66 2.62 -2.44  -0.08
N 5.10 2.67 -2.19  -0.18
C 5.71 2.05 -1.00  -0.03
C 5.79 3.25 -3.18  -0.34
O 7.03 3.29 -3.31  -0.01
H 2.98 3.34 -1.99  0.08
H 3.39 1.63 -2.05  0.07
H 3.35 2.35 -3.45  0.09
H 5.40 1.00 -0.93  0.06
H 6.79 2.00 -0.94  0.10
H 5.23 2.57 -0.17  0.09
H 5.11 3.64 -3.96  0.13
C 2.41 5.94 -4.15  -0.08
N 3.09 7.22 -4.28  -0.22
C 2.97 7.78 -5.59  -0.05
C 3.76 7.78 -3.22  -0.38
O 4.41 8.74 -3.34  0.07
H 2.52 5.49 -3.16  0.07
H 2.72 5.31 -4.98  0.08
H 1.35 5.94 -4.43  0.08
H 2.92 8.86 -5.46  0.09
H 3.87 7.42 -6.09  0.11
H 1.94 7.56 -5.86  0.09
H 3.67 7.15 -2.33  0.13
C -2.08 -5.60 -1.09  -0.04
N -0.65 -5.36 -1.30  -0.17
C 0.35 -6.25 -0.64  -0.02
C -0.16 -4.36 -2.02  -0.36
O 1.03 -4.23 -2.30  0.00
H -2.36 -5.08 -0.18  0.08
H -2.38 -6.64 -1.25  0.10
H -2.70 -5.06 -1.81  0.04
H 1.30 -5.76 -0.44  0.09
H 0.13 -6.73 0.32  0.08
H 0.41 -7.02 -1.40  0.09
H -1.01 -3.72 -2.31  0.13
C 5.30 -0.71 -3.21  -0.07
N 5.98 -0.81 -4.45  -0.18
C 5.41 -1.58 -5.57  -0.03
C 7.15 -0.14 -4.60  -0.30
O 7.75 -0.01 -5.69  -0.03
H 4.95 -1.73 -3.00  0.10
H 4.59 0.11 -3.23  0.07
H 5.94 -0.42 -2.37  0.07
H 6.08 -1.63 -6.42  0.08
H 5.20 -2.64 -5.38  0.08
H 4.48 -1.15 -5.93  0.08
H 7.50 0.49 -3.77  0.13
C -0.24 0.57 6.62  -0.05
N -1.08 1.69 6.09  -0.16
C -0.36 2.95 6.15  -0.03
C -2.27 1.41 5.70  -0.44
O -3.11 2.21 5.49  0.04
H -0.23 0.42 7.70  0.08
H 0.82 0.78 6.45  0.08
H -0.49 -0.36 6.11  0.08
H -1.02 3.81 6.22  0.09
H 0.40 2.85 6.93  0.09
H 0.09 3.07 5.17  0.08
H -2.60 0.36 5.64  0.12
C -4.76 -3.29 -1.88  -0.06
N -5.56 -2.62 -2.93  -0.18
C -5.25 -1.30 -3.49  -0.04
C -6.65 -3.25 -3.49  -0.34
O -7.45 -2.69 -4.21  0.01
H -4.79 -2.79 -0.92  0.08
H -3.69 -3.42 -2.08  0.05
H -5.17 -4.25 -1.55  0.08
H -4.67 -1.37 -4.40  0.09
H -6.13 -0.70 -3.68  0.09
H -4.65 -0.90 -2.67  0.08
H -6.73 -4.34 -3.37  0.13
C -0.90 -1.15 0.81  -0.05
N -0.13 0.14 0.81  -0.17
C 0.07 0.76 -0.48  -0.06
C 0.37 0.66 2.04  -0.27
O 0.97 1.73 2.13  -0.02
H -1.04 -1.55 1.82  0.04
H -0.57 -2.00 0.23  0.07
H -1.90 -0.89 0.47  0.08
H 0.48 -0.03 -1.11  0.07
H -0.88 0.93 -0.99  0.08
H 0.64 1.68 -0.56  0.09
H 0.04 0.03 2.88  0.13
C 1.63 5.68 3.93  -0.06
N 0.36 5.92 3.19  -0.17
C 0.00 7.39 3.20  -0.03
C -0.34 4.94 2.59  -0.36
O -1.42 5.02 2.02  0.01
H 1.36 5.99 4.94  0.08
H 2.53 6.16 3.55  0.09
H 1.77 4.61 4.04  0.07
H -1.08 7.47 3.08  0.08
H -0.02 7.60 4.27  0.08
H 0.47 8.10 2.51  0.09
H 0.25 4.03 2.76  0.10

=====

# 2
The following is a quantum chemistry calculation of a structure of composition C33H77N4NiO14 in a non-equilibrium geometry, from the Open Molecules 2025 dataset.

The net charge is 0. The highest occupied orbital energy (spin up / spin down) comes out at -5.18 / -7.91 eV. For the energy relative to the best compared isomer or geometry (same formula, charge and spin), the calculation gives 116.8 kJ/mol. Its frontier orbital gap (spin up / spin down) is 0.193 / 0.293 hartree. As for the spin multiplicity: 4.

Each line ends with the Mulliken spin population.
Atoms and positions in Å:
Ni -2.56 -0.59 3.55  2.92
C -2.30 -1.07 -0.10  -0.02
C -1.03 -1.27 0.77  0.03
C -0.09 -0.23 0.34  0.00
O -1.32 -1.37 2.12  0.00
H -2.00 -1.06 -1.15  0.00
H -2.92 -0.22 0.17  0.01
H -2.99 -1.89 0.08  0.00
H -0.54 -2.24 0.63  0.01
H -0.57 0.71 0.04  0.00
H 0.41 -0.57 -0.56  0.00
H 0.61 0.02 1.13  0.00
C 1.57 4.06 -5.79  0.00
O 0.97 5.23 -5.22  0.00
C 1.51 5.70 -4.01  0.00
C 1.19 4.71 -2.73  0.00
O 2.07 4.95 -1.77  0.00
C 2.63 3.94 -1.04  0.00
C 1.62 3.65 0.12  0.00
O 1.71 4.64 1.16  0.00
C 1.35 5.98 1.03  0.00
H 2.66 4.04 -5.77  0.00
H 1.40 4.04 -6.87  0.00
H 1.16 3.15 -5.33  0.00
H 0.87 6.57 -3.84  0.00
H 2.54 6.05 -4.03  0.00
H 1.22 3.68 -3.09  0.00
H 0.17 4.89 -2.39  0.00
H 3.53 4.33 -0.57  0.00
H 2.93 3.01 -1.52  0.00
H 1.80 2.66 0.54  0.00
H 0.60 3.64 -0.27  0.00
H 0.35 6.11 0.63  0.00
H 2.05 6.63 0.50  0.00
H 1.12 6.24 2.07  0.00
C 3.76 0.60 1.12  0.00
O 4.40 -0.32 0.26  0.00
C 5.70 -0.76 0.66  0.00
C 6.62 0.49 0.84  0.00
O 6.37 1.16 2.04  0.00
C 7.25 0.81 3.14  0.00
C 7.08 -0.63 3.80  0.00
O 7.23 -1.83 2.96  0.00
C 8.45 -2.11 2.33  0.00
H 2.72 0.56 0.78  0.00
H 4.20 1.59 1.04  0.00
H 3.74 0.28 2.17  0.00
H 6.22 -1.54 0.10  0.00
H 5.56 -1.38 1.55  0.00
H 6.33 1.21 0.07  0.00
H 7.69 0.26 0.84  0.00
H 7.12 1.48 3.99  0.00
H 8.28 1.05 2.91  0.00
H 6.14 -0.63 4.35  0.00
H 7.87 -0.77 4.54  0.00
H 8.95 -1.15 2.20  0.00
H 8.31 -2.66 1.40  0.00
H 8.93 -2.87 2.94  0.00
C -8.49 0.08 -1.51  0.00
O -7.53 -0.49 -0.73  0.00
C -6.30 -1.02 -1.39  0.00
C -6.59 -2.27 -2.14  0.00
O -7.46 -3.29 -1.67  0.00
C -7.27 -3.90 -0.41  0.00
C -6.00 -4.76 -0.46  0.00
O -6.19 -5.92 -1.26  0.00
C -5.93 -5.63 -2.66  0.00
H -9.11 0.81 -0.98  0.00
H -9.07 -0.55 -2.18  0.00
H -7.89 0.75 -2.13  0.00
H -5.66 -1.32 -0.55  0.00
H -5.76 -0.32 -2.03  0.00
H -5.62 -2.72 -2.35  0.00
H -6.98 -1.82 -3.05  0.00
H -8.07 -4.57 -0.09  0.00
H -7.19 -3.15 0.37  0.00
H -5.75 -5.17 0.52  0.00
H -5.14 -4.14 -0.71  0.00
H -5.71 -6.52 -3.25  0.00
H -5.07 -4.98 -2.85  0.00
H -6.82 -5.30 -3.19  0.00
C 1.56 -5.05 -0.10  0.00
O 1.67 -6.26 -0.29  0.00
N 2.60 -4.18 -0.24  0.00
C 2.60 -2.76 0.24  0.00
C 3.89 -4.49 -0.83  0.00
H 0.67 -4.53 0.30  0.00
H 2.55 -2.14 -0.65  0.00
H 3.52 -2.55 0.79  0.00
H 1.76 -2.58 0.91  0.00
H 4.34 -3.68 -1.41  0.00
H 4.61 -4.75 -0.06  0.00
H 3.74 -5.37 -1.46  0.00
C -4.39 1.37 1.68  0.06
O -3.62 0.56 2.07  -0.04
N -4.08 2.59 1.24  0.00
C -5.13 3.51 0.86  0.00
C -2.69 3.18 1.49  0.00
H -5.43 1.07 1.50  0.01
H -4.96 4.29 0.12  0.00
H -5.51 4.09 1.71  0.00
H -6.00 2.94 0.55  0.00
H -2.69 3.44 2.54  0.00
H -1.82 2.55 1.29  0.00
H -2.56 4.00 0.78  0.00
C 0.29 -3.73 -4.75  0.00
O -0.12 -4.64 -5.41  0.00
N -0.07 -3.54 -3.49  0.00
C 0.43 -2.42 -2.73  0.00
C -1.17 -4.26 -2.84  0.00
H 1.04 -3.01 -5.11  0.00
H 1.29 -1.98 -3.23  0.00
H 0.70 -2.62 -1.70  0.00
H -0.28 -1.59 -2.75  0.00
H -0.89 -4.59 -1.84  0.00
H -1.98 -3.55 -2.66  0.00
H -1.51 -5.07 -3.48  0.00
C -1.22 2.03 4.94  0.08
O -1.63 1.17 4.18  -0.07
N 0.07 2.47 4.83  -0.01
C 0.50 3.64 5.54  0.00
C 1.03 1.91 3.79  0.01
H -1.88 2.60 5.60  0.02
H 0.01 3.67 6.51  0.00
H 0.44 4.61 5.06  0.00
H 1.51 3.45 5.89  0.00
H 1.85 1.35 4.25  0.00
H 0.54 1.34 3.00  0.01
H 1.39 2.76 3.21  0.00